Record 1
{
  "formula": "C23H59BNO14P3",
  "method": "the ωB97M-V functional and the def2-TZVPD basis",
  "symbols": ["C", "C", "O", "P", "O", "O", "C", "C", "O", "C", "C", "H", "H", "H", "H", "H", "H", "H", "H", "H", "H", "H", "H", "H", "H", "H", "C", "C", "O", "P", "O", "O", "C", "C", "O", "C", "C", "H", "H", "H", "H", "H", "H", "H", "H", "H", "H", "H", "H", "H", "H", "H", "C", "C", "O", "P", "O", "O", "C", "C", "O", "C", "C", "H", "H", "H", "H", "H", "H", "H", "H", "H", "H", "H", "H", "H", "H", "H", "B", "O", "C", "C", "N", "C", "C", "C", "O", "H", "H", "H", "H", "H", "H", "H", "H", "H", "H", "H", "H", "H", "H"],
  "coordinates": [[3.036, 1.620, 1.434], [3.475, 1.362, 0.006], [3.713, -0.016, -0.220], [2.401, -1.027, -0.242], [1.987, -0.673, -1.691], [3.212, -2.390, -0.742], [2.831, -3.092, -1.922], [3.715, -2.674, -3.087], [2.864, -1.423, 1.378], [3.231, -2.738, 1.765], [4.732, -2.954, 1.617], [2.056, 1.172, 1.627], [2.965, 2.693, 1.631], [3.739, 1.175, 2.146], [2.733, 1.735, -0.706], [4.415, 1.888, -0.185], [1.766, -2.955, -2.141], [2.973, -4.161, -1.733], [3.732, -1.587, -3.219], [3.376, -3.132, -4.020], [4.751, -2.977, -2.904], [2.648, -3.485, 1.222], [2.970, -2.848, 2.824], [5.099, -2.700, 0.617], [4.997, -3.994, 1.825], [5.280, -2.307, 2.308], [7.695, 2.879, 3.918], [6.377, 2.424, 4.512], [5.742, 3.470, 5.224], [5.125, 4.732, 4.345], [3.834, 3.983, 3.930], [4.351, 5.491, 5.607], [2.953, 5.759, 5.569], [2.194, 4.684, 6.330], [6.567, 5.568, 4.808], [6.542, 6.759, 5.580], [6.618, 6.449, 7.069], [7.532, 3.634, 3.141], [8.230, 2.039, 3.470], [8.331, 3.337, 4.683], [5.708, 2.041, 3.736], [6.560, 1.613, 5.224], [2.595, 5.868, 4.540], [2.787, 6.726, 6.058], [2.448, 3.678, 5.980], [1.114, 4.824, 6.231], [2.455, 4.715, 7.392], [5.676, 7.374, 5.326], [7.428, 7.341, 5.303], [5.856, 5.732, 7.391], [6.503, 7.360, 7.662], [7.580, 5.989, 7.315], [-4.386, -1.929, 1.628], [-4.605, -2.134, 0.141], [-5.823, -1.552, -0.287], [-5.916, 0.101, -0.310], [-5.158, 0.256, -1.652], [-7.395, 0.203, -1.065], [-7.561, 0.924, -2.283], [-7.518, -0.032, -3.465], [-6.763, -0.071, 1.188], [-8.104, 0.363, 1.360], [-9.087, -0.754, 1.036], [-4.240, -0.868, 1.857], [-3.505, -2.477, 1.970], [-5.257, -2.265, 2.201], [-3.772, -1.726, -0.437], [-4.665, -3.206, -0.072], [-6.823, 1.728, -2.375], [-8.543, 1.408, -2.252], [-6.620, -0.658, -3.453], [-7.550, 0.514, -4.411], [-8.370, -0.718, -3.428], [-8.299, 1.271, 0.785], [-8.223, 0.632, 2.416], [-8.919, -1.192, 0.047], [-10.117, -0.388, 1.077], [-8.978, -1.577, 1.748], [-2.491, -7.108, -8.122], [-3.472, -6.503, -7.185], [-2.685, -5.893, -6.090], [-3.078, -4.302, -5.955], [-1.964, -3.638, -5.119], [-2.541, -2.282, -4.766], [-1.432, -1.132, -4.397], [-2.182, 0.332, -4.695], [-0.160, -1.235, -5.136], [-2.792, -8.151, -8.596], [-1.471, -6.586, -8.441], [-2.953, -6.395, -5.060], [-1.522, -5.924, -6.338], [-3.069, -3.758, -7.012], [-4.142, -4.110, -5.475], [-1.159, -3.578, -5.780], [-3.125, -1.895, -5.724], [-3.303, -2.324, -3.862], [-1.160, -1.244, -3.241], [-3.210, 0.330, -4.088], [-1.500, 1.251, -4.448], [-2.507, 0.285, -5.837], [0.619, -0.971, -4.530]],
  "lowdin_charge": [-0.089, -0.305, -0.233, 0.764, -0.253, -0.285, -0.287, -0.072, -0.235, -0.293, -0.065, 0.069, 0.066, 0.074, 0.107, 0.120, 0.103, 0.118, 0.073, 0.078, 0.077, 0.111, 0.116, 0.073, 0.081, 0.077, -0.088, -0.304, -0.231, 0.767, -0.241, -0.285, -0.290, -0.073, -0.236, -0.293, -0.065, 0.067, 0.079, 0.083, 0.098, 0.122, 0.106, 0.117, 0.074, 0.077, 0.077, 0.111, 0.116, 0.073, 0.081, 0.078, -0.090, -0.310, -0.234, 0.763, -0.250, -0.286, -0.289, -0.071, -0.237, -0.293, -0.065, 0.067, 0.077, 0.083, 0.105, 0.121, 0.106, 0.117, 0.070, 0.078, 0.077, 0.111, 0.116, 0.074, 0.081, 0.078, -0.034, -0.137, -0.205, -0.204, -0.104, -0.215, -0.362, -0.080, -0.126, 0.023, 0.036, 0.143, 0.119, 0.135, 0.134, 0.102, 0.115, 0.138, 0.148, 0.083, 0.083, 0.087, 0.116],
  "charge": 0,
  "e_tot_ev": -83498.0356,
  "homo_ev": -8.9,
  "smiles": "CCOP(=O)(OCC)OCC.CCOP(=O)(OCC)OCC.CCOP(=O)(OCC)OCC.BOCCNC[C@H](C)O"
}

Record 2
{
  "formula": "C23H59IN26O20P2",
  "method": "the ωB97M-V functional and the def2-TZVPD basis",
  "symbols": ["O", "C", "C", "C", "P", "O", "O", "O", "C", "O", "C", "C", "C", "C", "O", "C", "C", "P", "O", "I", "H", "H", "H", "H", "H", "H", "H", "C", "O", "N", "N", "H", "H", "H", "H", "C", "O", "N", "N", "H", "H", "H", "H", "C", "O", "N", "N", "H", "H", "H", "H", "C", "O", "N", "N", "H", "H", "H", "H", "C", "O", "N", "N", "H", "H", "H", "H", "C", "O", "N", "N", "H", "H", "H", "H", "C", "O", "N", "N", "H", "H", "H", "H", "C", "O", "N", "N", "H", "H", "H", "H", "C", "O", "N", "N", "H", "H", "H", "H", "C", "O", "N", "N", "H", "H", "H", "H", "C", "O", "N", "N", "H", "H", "H", "H", "C", "O", "N", "N", "H", "H", "H", "H", "C", "O", "N", "N", "H", "H", "H", "H"],
  "coordinates": [[0.269, 0.864, 3.678], [-0.012, 1.047, 2.511], [-1.189, 0.466, 1.918], [-1.119, 0.086, 0.685], [-2.568, -0.610, -0.099], [-3.682, -0.780, 0.800], [-2.030, -1.926, -0.748], [-2.953, 0.348, -1.259], [0.162, 0.240, -0.051], [0.569, -0.601, -0.821], [0.899, 1.474, 0.317], [0.808, 1.833, 1.610], [1.456, 2.894, 2.043], [2.153, 3.598, 1.190], [2.818, 4.715, 1.641], [2.255, 3.287, -0.063], [1.623, 2.217, -0.543], [1.730, 1.821, -2.354], [3.325, 1.498, -2.541], [1.308, 3.994, -3.356], [-2.077, 0.341, 2.482], [-2.749, -2.463, -1.112], [-2.295, 1.042, -1.404], [1.366, 3.170, 3.064], [2.189, 5.428, 1.712], [2.838, 3.873, -0.728], [3.490, 0.703, -2.032], [-3.806, -5.030, 0.581], [-3.847, -3.970, -0.029], [-2.668, -5.439, 1.236], [-4.868, -5.874, 0.660], [-2.601, -6.297, 1.746], [-1.873, -4.831, 1.199], [-5.709, -5.612, 0.178], [-4.847, -6.741, 1.160], [1.857, -0.122, 7.020], [2.191, -1.122, 6.391], [1.138, 0.886, 6.465], [2.198, 0.044, 8.341], [0.862, 1.704, 6.973], [0.875, 0.808, 5.496], [2.737, -0.679, 8.777], [1.937, 0.846, 8.881], [2.924, -4.791, 8.493], [3.552, -5.834, 8.486], [1.931, -4.541, 9.414], [3.143, -3.782, 7.595], [1.397, -3.695, 9.437], [1.742, -5.257, 10.087], [3.855, -3.931, 6.908], [2.634, -2.915, 7.584], [4.055, -1.761, 2.619], [4.879, -2.048, 1.771], [4.127, -2.187, 3.919], [2.958, -0.973, 2.353], [3.438, -1.932, 4.607], [4.897, -2.768, 4.180], [2.851, -0.635, 1.416], [2.269, -0.733, 3.042], [-0.667, -4.696, -3.395], [0.127, -4.759, -4.329], [-1.684, -5.607, -3.261], [-0.622, -3.748, -2.429], [-2.351, -5.579, -2.513], [-1.752, -6.326, -3.953], [0.097, -3.050, -2.482], [-1.275, -3.707, -1.674], [1.123, 4.284, -7.605], [0.920, 4.992, -6.629], [0.153, 3.935, -8.489], [2.366, 3.767, -7.876], [0.317, 3.328, -9.266], [-0.771, 4.279, -8.324], [3.107, 3.996, -7.243], [2.553, 3.171, -8.659], [6.062, 6.374, 0.076], [5.719, 6.085, -1.057], [5.550, 5.725, 1.174], [6.973, 7.362, 0.347], [5.808, 5.939, 2.116], [4.875, 5.005, 1.009], [7.372, 7.861, -0.431], [7.255, 7.605, 1.275], [1.738, 4.681, 5.841], [1.302, 4.857, 4.716], [1.433, 5.521, 6.881], [2.568, 3.637, 6.155], [1.781, 5.403, 7.811], [0.830, 6.296, 6.681], [2.815, 3.004, 5.419], [2.942, 3.482, 7.071], [0.392, 0.031, -8.215], [0.402, 1.187, -8.616], [1.369, -0.477, -7.417], [-0.616, -0.834, -8.526], [1.358, -1.419, -7.062], [2.116, 0.140, -7.163], [-1.355, -0.490, -9.105], [-0.642, -1.782, -8.193], [7.759, 9.483, -3.242], [8.064, 8.837, -2.257], [8.539, 9.509, -4.368], [6.613, 10.230, -3.303], [8.309, 10.029, -5.191], [9.381, 8.968, -4.352], [6.019, 10.224, -2.497], [6.341, 10.765, -4.104], [-6.385, -7.637, -2.468], [-6.390, -6.645, -1.755], [-7.523, -8.179, -2.985], [-5.218, -8.284, -2.800], [-7.537, -8.991, -3.571], [-8.396, -7.733, -2.769], [-4.366, -7.910, -2.432], [-5.182, -9.098, -3.381], [-11.726, -8.185, -2.969], [-10.670, -8.374, -3.551], [-12.775, -7.529, -3.555], [-11.944, -8.616, -1.686], [-13.650, -7.363, -3.098], [-12.644, -7.203, -4.492], [-11.194, -9.099, -1.232], [-12.801, -8.471, -1.191], [-2.781, 2.714, 0.527], [-1.918, 2.500, -0.313], [-4.008, 3.208, 0.199], [-2.572, 2.478, 1.860], [-4.729, 3.390, 0.868], [-4.185, 3.387, -0.771], [-1.674, 2.128, 2.127], [-3.260, 2.646, 2.568]],
  "lowdin_charge": [0.113, -0.327, -0.051, -0.133, 0.385, -0.226, -0.123, -0.083, -0.320, 0.107, -0.137, -0.127, 0.067, -0.304, 0.055, -0.058, -0.340, 0.512, -0.362, 0.536, 0.130, 0.068, 0.064, 0.119, 0.119, 0.100, 0.044, -0.659, 0.018, 0.153, 0.164, 0.089, 0.099, 0.083, 0.095, -0.648, 0.002, 0.171, 0.155, 0.090, 0.057, 0.095, 0.089, -0.682, 0.023, 0.139, 0.158, 0.082, 0.095, 0.097, 0.046, -0.676, 0.026, 0.156, 0.164, 0.056, 0.097, 0.088, 0.074, -0.680, 0.002, 0.147, 0.173, 0.082, 0.093, 0.105, 0.056, -0.692, -0.061, 0.149, 0.151, 0.070, 0.101, 0.095, 0.084, -0.677, 0.023, 0.147, 0.152, 0.086, 0.064, 0.057, 0.084, -0.667, 0.027, 0.150, 0.154, 0.090, 0.102, 0.103, 0.092, -0.667, 0.005, 0.162, 0.152, 0.102, 0.102, 0.099, 0.097, -0.664, 0.024, 0.150, 0.154, 0.090, 0.101, 0.103, 0.090, -0.667, 0.012, 0.163, 0.148, 0.094, 0.080, 0.088, 0.089, -0.672, 0.014, 0.151, 0.150, 0.092, 0.103, 0.101, 0.092, -0.611, 0.022, 0.187, 0.186, 0.101, 0.114, 0.053, 0.123],
  "charge": 0,
  "e_tot_ev": -131194.3057,
  "homo_ev": -7.9
}